3 unconnected molecules or ions with the total composition C22H37B3BrF6N2O12 in a non-equilibrium geometry, computed with ωB97M-V with the def2-TZVPD basis set.

```
83
Properties=species:S:1:pos:R:3
Br 0.308 -0.640 1.459
F -5.686 -0.277 5.752
F 10.045 2.850 -4.343
F 9.434 4.833 -3.737
F 10.813 3.706 -2.506
F -5.461 0.655 3.816
F -3.852 -0.556 4.632
O -0.876 -0.892 -1.098
O -3.367 0.777 -1.337
O 8.737 1.733 -2.313
O 4.027 -0.197 -0.695
O -1.769 -4.631 1.811
O -2.737 -2.267 -0.727
O -1.576 -4.829 -0.537
O 7.644 3.700 -2.087
O -0.733 -3.398 -3.270
O -4.047 2.610 5.013
O -3.808 1.279 6.820
O -5.506 0.166 -0.985
N 1.963 -0.841 -1.546
N -2.392 -2.288 -4.587
C -4.641 1.007 -1.050
C 6.523 0.671 -2.385
C -4.814 0.319 4.921
C 7.723 1.026 -1.545
C 1.967 -2.140 -0.849
C -4.156 3.320 8.112
C -2.563 -1.865 1.642
C 2.311 1.445 -0.685
C 8.545 3.024 -2.489
C 1.148 -0.295 -3.842
C -0.519 -1.703 -0.090
C 2.876 0.077 -0.936
C -3.154 2.344 7.538
C -3.323 -0.554 1.617
C -4.913 2.464 -0.741
C 2.252 -0.918 -2.990
C 9.728 3.615 -3.292
C -1.861 -2.418 0.374
C -2.845 0.692 1.687
C -4.186 1.568 5.580
C 0.588 -2.690 -0.450
C -3.043 -0.247 -2.329
B -2.086 -1.450 -1.807
B -1.709 -2.418 -3.246
B -1.734 -4.004 0.549
H -4.701 3.830 7.319
H -2.673 -4.740 2.116
H -3.394 -2.409 -4.495
H 0.766 -3.288 0.454
H 0.198 -3.363 -1.210
H -4.878 2.798 8.741
H 2.408 -1.956 -3.289
H -4.221 3.117 -1.266
H 2.462 -2.902 -1.461
H -0.991 -5.554 -0.295
H -2.237 -1.382 -5.016
H 6.003 1.567 -2.726
H -0.515 -3.567 -4.197
H 2.426 2.024 -1.609
H 2.864 1.953 0.101
H 8.231 0.132 -1.190
H 3.184 -0.385 -3.214
H 1.548 -0.073 -4.837
H -4.405 -0.668 1.572
H -5.947 2.679 -0.999
H -3.642 4.069 8.715
H 1.248 1.392 -0.471
H -3.332 -2.603 1.887
H -1.877 -1.853 2.487
H 6.828 0.101 -3.264
H -3.283 1.460 2.319
H 2.569 -2.042 0.053
H -4.795 2.602 0.336
H -2.442 2.840 6.879
H -1.966 0.976 1.121
H -2.534 0.303 -3.132
H -2.596 1.845 8.327
H 0.306 -0.971 -3.964
H 0.810 0.643 -3.406
H -3.978 -0.635 -2.742
H 7.447 1.628 -0.680
H 5.830 0.076 -1.790
```

Results
HOMO-LUMO gap: 6.5 eV
Total charge: -1
Highest occupied orbital energy: -0.157 Ha
Maximum force: 1.37 eV/Å
Energy: -5120.9196 hartree

A molecular structure, C22H37Br2Cl5F6KLiO9P in a non-equilibrium geometry, computed with ωB97M-V with the def2-TZVPD basis set.

```
84
Properties=species:S:1:pos:R:3
Br -1.246 2.252 2.960
Br -4.505 3.566 1.676
K 2.057 -7.535 2.117
Cl 3.566 0.356 -5.211
Cl 2.631 1.492 -2.150
Cl 8.669 -4.252 -0.639
Cl 1.585 2.561 3.726
Cl 6.470 -4.234 1.299
P -6.846 4.797 -2.010
F -6.348 3.972 -3.373
F -8.123 5.248 -2.985
F -5.196 4.999 -1.892
F -7.773 3.435 -1.758
F -6.875 6.437 -1.720
F -6.777 4.687 -0.348
O -1.322 -3.276 -0.182
O 3.274 -1.783 3.689
O -2.841 -1.778 0.646
O -2.010 -8.192 -2.065
O -2.291 -5.276 -0.605
O 0.550 -4.834 3.415
O 4.737 -0.559 -0.271
O -0.725 -5.764 1.779
O 1.489 -5.523 1.501
C -1.873 -4.487 0.193
C 6.953 -3.960 -0.388
C -2.424 8.594 -3.505
C 1.909 0.760 -4.693
C 3.708 -3.107 3.897
C -1.853 -4.881 1.657
C -3.074 1.969 3.609
C 3.352 -3.316 0.590
C 0.386 -5.322 2.314
C -0.472 -1.373 0.867
C -3.183 8.278 -0.856
C 2.468 -2.358 1.391
C -3.547 9.422 -1.550
C -3.170 9.581 -2.876
C 2.531 -4.270 -0.307
C 3.165 -1.374 2.370
C -4.087 1.854 2.492
C -2.434 7.294 -1.483
C 1.230 -4.720 0.280
C 1.888 1.918 -3.735
C -1.696 -2.095 0.457
C -2.054 7.454 -2.807
Li 2.977 -0.122 0.344
H 1.738 -2.911 1.967
H 2.531 -0.477 2.413
H 4.131 -1.039 1.976
H 1.895 -1.741 0.679
H 3.163 -5.119 -0.552
H 5.548 -0.331 0.205
H 2.941 -3.840 3.657
H 3.907 -3.198 4.957
H 1.343 1.024 -5.584
H 0.863 2.216 -3.527
H 3.977 -2.757 -0.093
H -3.460 10.471 -3.420
H -1.471 6.685 -3.297
H -1.841 -4.054 2.359
H -0.130 -1.714 1.841
H -0.563 -0.305 0.918
H -3.037 1.038 4.174
H -3.287 2.793 4.282
H 0.717 -5.361 -0.428
H -2.134 8.714 -4.542
H 0.623 -3.883 0.587
H 6.388 -4.635 -1.019
H -3.736 1.211 1.691
H 0.317 -1.585 0.153
H 4.679 0.155 -0.935
H 3.974 -3.894 1.262
H 2.277 -3.800 -1.254
H 2.430 2.776 -4.118
H -2.154 6.403 -0.938
H -5.039 1.478 2.866
H -4.131 10.190 -1.059
H 1.468 -0.131 -4.255
H 6.733 -2.932 -0.647
H -1.893 -7.378 -1.563
H -3.485 8.150 0.175
H 4.632 -3.326 3.363
H -2.763 -5.430 1.844
```

Results
HOMO-LUMO gap: 2.8 eV
Total charge: -1
Highest occupied orbital energy: -0.138 Ha
Maximum force: 2.90 eV/Å
Energy: -10534.6381 hartree

4 unconnected molecules or ions with the total composition C22H37Br6N2PS in a non-equilibrium geometry, computed with ωB97M-V with the def2-TZVPD basis set.

```
69
Properties=species:S:1:pos:R:3
Br 0.077 -4.539 6.210
Br -2.918 -3.363 4.401
Br 1.100 1.189 6.949
Br 0.504 3.865 -6.759
Br -2.390 1.665 -7.399
Br 2.331 2.401 3.687
S -4.660 1.762 -1.000
P 2.319 0.114 -2.336
N -3.681 1.292 0.410
N -3.405 1.574 -2.246
C -2.342 3.514 -6.781
C -0.638 0.815 -2.258
C 1.633 -2.475 2.678
C -1.256 4.297 -7.482
C 1.071 2.988 6.194
C -1.289 -0.353 -4.577
C 2.832 1.889 -2.913
C -2.126 1.121 -1.566
C -0.592 0.998 -3.911
C -0.983 0.443 0.996
C -0.117 -0.572 3.421
C -1.275 0.252 2.598
C -0.332 -1.658 -4.215
C -2.664 -4.966 5.483
C -1.807 -4.678 6.694
C 0.039 -2.090 2.812
C 0.697 0.362 -1.358
C 0.769 2.955 4.714
C 0.496 0.175 0.264
C 3.755 -0.521 -1.251
C -2.253 0.934 0.058
C 4.139 -2.106 -1.621
H -2.312 -0.500 -3.991
H 4.779 -2.163 -2.625
H 4.780 -2.595 -0.746
H 1.913 2.485 -3.355
H 3.178 2.510 -1.958
H -1.450 -0.202 -5.741
H -1.213 4.113 -8.559
H 2.032 3.449 6.432
H -0.536 -2.236 1.794
H -0.491 -0.661 4.540
H -1.856 -5.508 7.407
H -2.224 3.485 -5.695
H 0.876 0.050 3.325
H -2.242 -5.732 4.825
H 3.637 -0.336 -0.101
H 0.491 1.115 -4.339
H -2.075 -3.750 7.205
H 1.417 -0.175 0.938
H -0.044 2.273 4.452
H 0.785 -1.458 -4.539
H -3.328 3.922 -7.025
H 4.722 0.097 -1.581
H 1.840 -3.295 1.861
H 3.666 1.816 -3.737
H -1.379 5.370 -7.306
H 3.152 -2.726 -1.856
H -2.305 -0.345 2.682
H -3.671 -5.268 5.786
H -1.202 1.980 -4.155
H 2.330 -1.554 2.445
H -0.775 -2.626 -4.705
H -1.516 1.325 3.063
H 1.977 -2.940 3.719
H -0.344 -1.854 -3.040
H 0.529 3.958 4.348
H 0.277 3.510 6.738
H -0.451 -2.820 3.600
```

Results
HOMO-LUMO gap: 6.2 eV
Highest occupied orbital energy: -0.274 Ha
Maximum force: 6.87 eV/Å
Energy: -17153.1124 hartree

A molecular structure, C22H37BrHfO3SSi in a non-equilibrium geometry, computed with ωB97M-V with the def2-TZVPD basis set.

```
66
Properties=species:S:1:pos:R:3
Hf -2.314 -0.879 0.096
Br -4.298 0.187 0.249
S -0.016 -0.482 1.363
Si 1.504 0.391 0.000
O 2.925 -0.222 0.454
O 1.365 0.155 -1.591
O 1.530 1.971 0.229
C 3.359 0.634 -2.701
C -1.326 -2.896 -0.269
C 1.572 4.242 0.063
C 4.541 -0.392 2.076
C -3.115 -2.214 -1.527
C -7.954 -1.655 1.741
C 2.794 -2.161 1.748
C 2.316 3.008 2.125
C -7.351 -1.179 2.923
C -8.163 -0.556 0.885
C -7.188 0.214 2.797
C 1.332 3.004 0.942
C -1.960 -1.551 -2.007
C -0.119 3.025 1.456
C 1.897 -1.306 -3.321
C -2.729 -3.019 -0.431
C 4.549 -1.806 0.003
C 1.100 1.045 -3.696
C -7.689 0.600 1.538
C 3.657 -1.099 1.039
C -0.852 -1.995 -1.242
C 1.902 0.132 -2.759
H 3.929 -2.314 -0.766
H -0.736 -3.368 0.498
H -3.387 -3.612 0.184
H -8.212 -2.687 1.528
H 3.818 0.622 -3.714
H 0.045 0.703 -3.762
H -0.315 3.949 2.040
H 5.187 -2.574 0.494
H 3.437 -2.928 2.232
H -8.610 -0.592 -0.102
H 2.175 -1.699 2.544
H -6.751 0.875 3.539
H 0.876 4.239 -0.804
H -0.834 2.983 0.605
H -1.929 -0.830 -2.807
H 1.108 2.091 -3.319
H 5.199 -1.122 2.597
H 3.365 2.994 1.758
H 3.914 0.123 2.835
H -7.707 1.609 1.141
H 2.129 -2.676 1.020
H 2.612 4.245 -0.328
H 2.434 -1.998 -2.638
H 2.392 -1.344 -4.315
H 0.164 -1.658 -1.351
H 5.185 0.369 1.582
H 3.969 -0.023 -2.055
H 2.171 3.913 2.753
H 0.862 -1.680 -3.463
H -4.116 -2.089 -1.899
H 5.225 -1.083 -0.497
H 2.159 2.109 2.760
H 3.407 1.669 -2.301
H 1.409 5.175 0.644
H 1.536 1.035 -4.720
H -0.316 2.161 2.122
H -7.064 -1.781 3.779
```

Results
HOMO-LUMO gap (alpha / beta): 2.6 / 2.6 eV
Highest occupied orbital energy (alpha / beta): -0.198 / -0.198 Ha
Maximum force: 7.23 eV/Å
Energy: -4395.9209 hartree